15
Properties=species:S:1:pos:R:3:forces:R:3:mulliken_charge:R:1 method="wB97M-V/def2-TZVPD" total_energy_ha=-701.88607 fmax_ev_per_a=2.267 e_lumo_ha=0.0203 charge=0
C 1.726 0.433 0.414 -0.1 1.6 1.6 -0.485
C 1.120 -0.781 -0.229 -1.2 1.6 -0.4 -0.505
C -2.668 -0.808 0.281 0.1 0.2 0.1 -0.534
N 0.724 1.647 -1.345 0.3 0.4 0.2 -0.613
N 1.465 1.670 -0.381 -0.2 -0.2 -1.2 0.271
O -1.477 -1.379 -0.179 1.4 -0.1 -0.7 -0.414
S -0.514 -0.137 -1.027 0.7 -1.3 1.2 0.110
H 1.092 0.709 1.245 0.2 -0.3 1.2 0.310
H 2.806 0.592 0.663 -0.8 -1.2 0.0 0.285
H 1.767 -0.943 -1.041 0.6 -1.4 -1.2 0.309
H 0.839 -1.637 0.420 0.4 0.8 -0.5 0.353
H -2.802 -1.068 1.372 -0.4 0.0 -1.2 0.200
H -3.469 -1.117 -0.433 0.0 0.3 1.1 0.202
H -2.472 0.268 0.204 -0.9 0.2 0.3 0.246
H 1.862 2.551 0.037 -0.3 -0.6 -0.5 0.264

---

84
Properties=species:S:1:pos:R:3:forces:R:3:mulliken_charge:R:1 method="wB97M-V/def2-TZVPD" total_energy_ha=-2472.29672 fmax_ev_per_a=6.001 e_lumo_ha=0.0110 smiles="NC[C@H]1[C@H](B(O)O)OS(=O)(=O)[C@H](COc2ccccc2)[C@@]1(CC=O)CCc1ccccc1.O=C1CCCO1.O=C1CCCO1" charge=0
N -1.269 1.240 3.822 -0.9 0.7 -0.7 -0.457
C -1.817 0.346 2.728 -0.5 0.4 0.4 -1.083
C -0.766 -0.809 2.279 -0.7 0.8 1.2 -0.094
C -1.628 -2.126 1.946 -0.2 -1.3 1.2 -0.636
B -1.019 -3.395 2.816 0.5 -1.3 0.9 0.827
O -1.496 -3.568 4.179 1.6 1.4 -2.7 -0.507
O -0.011 -4.279 2.255 -1.4 1.9 1.6 -0.589
O -1.659 -2.527 0.546 -0.2 2.7 -1.0 -0.471
S -2.098 -1.179 -0.356 -4.6 -0.2 -3.8 1.425
O -2.317 -1.591 -1.802 2.1 0.5 4.2 -0.714
O -3.389 -0.568 0.119 3.7 -1.2 0.4 -0.709
C -0.644 0.004 -0.182 1.1 -0.2 0.0 -0.664
C 0.165 -0.089 -1.561 0.2 0.2 1.0 -1.146
O -0.532 0.739 -2.519 0.9 -1.9 -1.6 -0.319
C -0.312 0.331 -3.860 -0.1 -0.4 -4.3 0.774
C 0.822 -0.575 -4.384 -2.6 1.5 -1.9 -0.337
C 0.880 -0.888 -5.924 -2.2 1.8 0.7 -0.477
C -0.118 -0.302 -6.959 0.0 0.6 3.8 -0.477
C -1.236 0.636 -6.437 2.7 -1.6 2.9 -0.143
C -1.317 0.911 -4.924 1.7 -1.3 -0.9 -0.513
C 0.267 -0.343 1.138 -0.4 0.0 -0.8 1.093
C 1.314 -1.538 0.887 0.2 0.6 -0.1 -0.367
C 2.731 -1.107 0.289 2.4 -3.2 0.4 -0.225
O 3.663 -1.959 0.328 -3.2 3.0 -0.2 -0.552
C 1.016 1.062 1.476 -1.3 0.0 0.8 -1.034
C 1.746 1.097 2.900 1.4 1.2 0.3 -0.227
C 3.337 0.934 2.851 3.1 -1.5 0.2 0.169
C 3.894 -0.457 3.337 2.2 2.0 -0.5 -0.125
C 5.393 -0.814 3.416 -1.5 3.7 -1.5 -0.494
C 6.412 0.264 2.940 -4.1 0.3 0.2 -0.413
C 5.867 1.636 2.457 -1.5 -2.1 0.8 -0.457
C 4.351 2.007 2.395 0.9 -3.8 1.4 -0.313
H -1.287 2.204 3.429 0.2 -0.9 0.6 0.248
H -1.976 1.279 4.577 0.7 -0.2 -0.5 0.295
H -2.133 1.034 1.875 0.4 -1.3 0.8 0.196
H -2.795 -0.096 3.156 1.7 0.3 -1.0 0.375
H -0.173 -1.054 3.245 -0.8 0.5 -1.5 0.548
H -2.732 -2.054 2.287 1.8 0.4 -0.6 0.203
H -1.519 -2.645 4.558 -0.3 -1.1 0.2 0.384
H 0.628 -4.548 2.950 -0.9 -0.1 -0.5 0.306
H -1.094 1.047 -0.049 0.4 -1.6 -0.4 0.586
H 0.211 -1.203 -1.846 0.0 1.8 0.1 0.605
H 1.220 0.375 -1.441 -1.6 -1.0 0.0 0.484
H 1.590 -0.998 -3.652 -1.2 0.6 -1.4 0.263
H 1.708 -1.593 -6.300 -1.5 1.3 0.7 0.257
H -0.021 -0.552 -8.079 -0.1 0.5 2.1 0.301
H -1.979 1.118 -7.148 1.1 -0.7 1.1 0.269
H -2.167 1.589 -4.544 1.6 -1.2 -0.6 0.244
H 1.519 -2.041 1.900 -0.1 0.7 -1.6 0.144
H 0.887 -2.351 0.196 0.6 1.2 1.1 0.578
H 2.984 -0.101 -0.197 -0.7 -1.0 0.7 0.181
H 0.161 1.842 1.526 1.4 -1.2 -0.1 0.637
H 1.708 1.416 0.642 -0.9 -0.7 1.1 0.573
H 1.358 0.359 3.675 0.3 1.0 -1.3 -0.001
H 1.551 2.149 3.343 0.3 -1.7 -0.6 0.405
H 3.148 -1.252 3.695 1.1 1.4 -0.6 0.119
H 5.714 -1.847 3.796 -0.5 1.8 -0.7 0.296
H 7.519 -0.017 2.975 -1.8 0.8 -0.2 0.320
H 6.641 2.404 2.128 -1.3 -1.1 0.5 0.296
H 3.969 3.036 2.058 0.9 -1.8 0.5 0.317
O -1.124 -1.369 5.823 0.0 -0.4 0.3 -0.571
C -0.982 -1.643 6.991 -0.3 0.0 -0.4 0.406
O -0.909 -2.911 7.468 0.0 0.6 -0.6 -0.338
C -0.853 -2.877 8.899 0.0 -0.3 0.6 -0.465
C -0.346 -1.497 9.244 0.3 0.3 0.5 -0.524
C -0.909 -0.654 8.121 0.4 0.1 0.3 -0.435
H -1.857 -3.062 9.292 0.0 0.0 -0.1 0.268
H -0.183 -3.660 9.259 -0.1 0.0 -0.3 0.319
H -0.648 -1.163 10.238 0.0 -0.1 -0.1 0.331
H 0.748 -1.482 9.202 -0.1 0.0 0.0 0.273
H -1.916 -0.295 8.346 0.0 0.1 -0.1 0.274
H -0.250 0.178 7.872 -0.3 0.0 -0.2 0.302
O -0.785 2.983 -9.076 -0.9 -0.3 -0.1 -0.542
C -1.831 3.036 -9.668 1.2 0.0 0.2 0.504
O -2.899 2.235 -9.397 0.3 0.2 0.2 -0.305
C -3.934 2.485 -10.355 -0.5 -0.2 -0.1 -0.466
C -3.651 3.867 -10.895 -0.3 0.5 -0.4 -0.475
C -2.140 3.942 -10.827 -0.5 0.3 -0.1 -0.431
H -3.882 1.716 -11.132 0.0 0.0 0.1 0.261
H -4.908 2.428 -9.866 0.2 -0.2 0.1 0.320
H -4.054 4.029 -11.896 0.0 -0.1 0.1 0.320
H -4.086 4.621 -10.231 0.0 -0.1 -0.1 0.267
H -1.672 3.541 -11.729 0.1 0.1 0.1 0.256
H -1.796 4.958 -10.634 0.3 -0.2 -0.1 0.278

---

10
Properties=species:S:1:pos:R:3:forces:R:3:mulliken_charge:R:1 method="wB97M-V/def2-TZVPD" total_energy_ha=-698.60057 fmax_ev_per_a=6.035 e_lumo_ha=0.0223 charge=0
C 1.237 -0.366 0.109 -3.5 -4.3 -2.3 0.156
N -0.295 -0.792 -0.437 5.4 1.1 1.2 -0.373
N 1.371 0.725 0.663 0.1 0.5 0.2 -0.509
O -2.672 -0.624 0.055 -2.6 -1.0 -0.5 -0.522
O -1.451 1.443 -0.288 -3.2 -1.3 0.8 -0.510
S -1.467 -0.030 0.479 2.1 1.1 -0.3 0.656
H 1.893 -1.322 -0.087 -0.8 2.2 0.5 0.258
H -0.290 -1.636 -1.033 -0.7 0.8 0.8 0.264
H 2.293 0.853 1.058 0.3 0.1 0.0 0.246
H -0.619 1.750 -0.519 2.9 0.7 -0.5 0.334